{
  "formula": "C28H68Br10Cl4N4O4",
  "method": "wB97M-V/def2-TZVPD",
  "max_force_ha_per_bohr": 0.04012,
  "smiles": "COC[C@H](C)N.COC[C@H](C)N.COC[C@H](C)N.COC[C@H](C)N.BrCCBr.BrCCBr.BrCCBr.BrCCBr.BrCCBr.ClCCl.ClCCl",
  "species": ["Br", "C", "C", "Br", "H", "H", "H", "H", "Br", "C", "C", "Br", "H", "H", "H", "H", "Br", "C", "C", "Br", "H", "H", "H", "H", "Br", "C", "C", "Br", "H", "H", "H", "H", "Br", "C", "C", "Br", "H", "H", "H", "H", "C", "C", "C", "O", "C", "N", "H", "H", "H", "H", "H", "H", "H", "H", "H", "H", "H", "C", "C", "C", "O", "C", "N", "H", "H", "H", "H", "H", "H", "H", "H", "H", "H", "H", "C", "C", "C", "O", "C", "N", "H", "H", "H", "H", "H", "H", "H", "H", "H", "H", "H", "C", "C", "C", "O", "C", "N", "H", "H", "H", "H", "H", "H", "H", "H", "H", "H", "H", "C", "Cl", "Cl", "H", "H", "C", "Cl", "Cl", "H", "H"],
  "positions_angstrom": [[-19.75680, -19.67954, 17.17942], [-17.97151, -19.32162, 16.36981], [-17.96150, -19.57899, 14.80291], [-18.51576, -21.46295, 14.37364], [-17.35124, -20.03813, 16.90831], [-17.67665, -18.28422, 16.52781], [-17.01486, -19.37990, 14.30058], [-18.67008, -18.90059, 14.32772], [-17.90036, -11.29398, 7.92822], [-18.32887, -12.00602, 9.73109], [-17.08147, -11.75863, 10.64734], [-17.55026, -12.48018, 12.51819], [-18.57061, -13.06881, 9.71950], [-19.17940, -11.39770, 10.03875], [-16.80239, -10.71135, 10.76322], [-16.20201, -12.30304, 10.30345], [-5.72214, -19.30661, 8.82216], [-6.53554, -17.52924, 9.29763], [-5.63077, -16.47801, 8.77476], [-6.15815, -14.71877, 9.39198], [-6.67304, -17.35523, 10.36483], [-7.48297, -17.46380, 8.76266], [-5.62395, -16.53506, 7.68628], [-4.62755, -16.66113, 9.15961], [-14.70309, -16.18356, 8.70434], [-13.56479, -15.77150, 7.13782], [-12.12100, -15.66391, 7.56051], [-10.95927, -16.06057, 6.02635], [-13.98993, -14.88243, 6.67207], [-13.69604, -16.57226, 6.41004], [-11.83318, -16.29832, 8.39884], [-11.98043, -14.64465, 7.92031], [-12.12873, -17.71436, 15.03707], [-12.55911, -16.26779, 13.75268], [-11.42832, -15.27777, 13.73774], [-11.87964, -13.85027, 12.43889], [-13.49160, -15.76291, 14.00500], [-12.71829, -16.78549, 12.80676], [-10.44740, -15.72870, 13.58762], [-11.40040, -14.84092, 14.73598], [-15.46309, -14.83751, 19.02618], [-15.30519, -15.17563, 20.52865], [-16.01607, -16.40303, 21.06968], [-17.42362, -16.12907, 21.08638], [-18.16210, -17.13504, 21.79848], [-13.90517, -15.44989, 20.80096], [-16.53918, -14.76283, 18.86945], [-15.12028, -15.65951, 18.39778], [-15.00905, -13.88239, 18.76219], [-15.60079, -14.34942, 21.17525], [-15.72362, -16.74960, 22.06087], [-15.84507, -17.33004, 20.52239], [-19.14139, -16.68190, 21.95260], [-17.70394, -17.36594, 22.76018], [-18.20868, -18.05263, 21.21200], [-13.85938, -15.76399, 21.75978], [-13.39471, -14.57953, 20.75616], [-11.87648, -21.35274, 20.71644], [-10.32679, -21.45671, 20.71273], [-9.75324, -22.11400, 19.45430], [-8.37227, -21.96328, 19.28950], [-7.49538, -22.52370, 20.25069], [-9.81652, -20.07140, 20.97981], [-12.34929, -21.00220, 21.63387], [-12.31976, -22.33574, 20.55733], [-12.26904, -20.72943, 19.91302], [-10.02780, -22.13609, 21.51095], [-10.14402, -21.57981, 18.58826], [-10.10300, -23.12712, 19.25591], [-7.44256, -23.57074, 19.95235], [-7.68334, -22.40279, 21.31753], [-6.50373, -22.09951, 20.09330], [-8.81488, -20.05964, 20.85066], [-10.30939, -19.52059, 20.29150], [-5.52861, -19.27805, 14.42938], [-4.78100, -18.77649, 15.61383], [-4.02139, -17.40602, 15.41837], [-2.84055, -17.59219, 14.67902], [-2.08422, -16.42692, 14.39593], [-5.78478, -18.50654, 16.61793], [-4.92890, -19.18089, 13.52439], [-6.45068, -18.69845, 14.38528], [-5.73147, -20.34009, 14.56733], [-4.15873, -19.61157, 15.93561], [-3.79776, -16.94653, 16.38116], [-4.62801, -16.69836, 14.85328], [-1.23666, -16.77550, 13.80580], [-1.65434, -15.93955, 15.27101], [-2.63171, -15.68752, 13.81142], [-5.31925, -18.14673, 17.43886], [-6.23723, -19.38323, 16.83431], [-6.61351, -13.96006, 20.54176], [-8.14732, -13.92381, 20.53975], [-8.66754, -12.51769, 20.89023], [-10.09004, -12.45585, 21.01665], [-10.70266, -11.21224, 21.16054], [-8.61196, -14.43528, 19.24869], [-6.19721, -13.31470, 19.76826], [-6.26954, -14.97313, 20.33322], [-6.12059, -13.85656, 21.50841], [-8.50438, -14.56182, 21.34817], [-8.32728, -11.77671, 20.16686], [-8.27322, -12.27586, 21.87721], [-10.46767, -10.61457, 20.27982], [-10.39645, -10.74938, 22.09867], [-11.78088, -11.37074, 21.18106], [-8.32258, -15.38914, 19.08588], [-9.62102, -14.41986, 19.20821], [-10.70326, -8.42869, 9.41236], [-9.57458, -9.22101, 8.29819], [-12.37793, -8.83114, 8.81621], [-10.54298, -8.90049, 10.38180], [-10.52501, -7.35337, 9.41523], [-6.43620, -11.79897, 15.15577], [-4.67967, -11.62623, 14.84214], [-7.48977, -10.72602, 14.05825], [-6.70679, -12.85183, 15.07614], [-6.70237, -11.53224, 16.17856]]
}



{
  "formula": "C28H69N3O20S6",
  "method": "wB97M-V/def2-TZVPD",
  "max_force_ha_per_bohr": 0.04610,
  "smiles": "CCOS(C)(=O)=O.CCOS(C)(=O)=O.CCOS(C)(=O)=O.CCOS(C)(=O)=O.CCOS(C)(=O)=O.CCOS(C)(=O)=O.CC#N.CC#N.CC#N.CCO.CCO",
  "species": ["C", "C", "O", "H", "H", "H", "H", "H", "H", "C", "C", "O", "H", "H", "H", "H", "H", "H", "C", "C", "N", "H", "H", "H", "C", "C", "N", "H", "H", "H", "C", "C", "N", "H", "H", "H", "O", "S", "O", "O", "C", "C", "C", "H", "H", "H", "H", "H", "H", "H", "H", "O", "S", "O", "O", "C", "C", "C", "H", "H", "H", "H", "H", "H", "H", "H", "O", "S", "O", "O", "C", "C", "C", "H", "H", "H", "H", "H", "H", "H", "H", "O", "S", "O", "O", "C", "C", "C", "H", "H", "H", "H", "H", "H", "H", "H", "O", "S", "O", "O", "C", "C", "C", "H", "H", "H", "H", "H", "H", "H", "H", "O", "S", "O", "O", "C", "C", "C", "H", "H", "H", "H", "H", "H", "H", "H"],
  "positions_angstrom": [[6.99658, -3.59057, -1.83181], [5.76998, -3.48051, -2.73832], [5.84763, -4.33433, -3.87945], [7.03385, -4.57496, -1.35626], [6.93711, -2.71947, -1.18405], [7.87790, -3.67748, -2.46885], [5.82293, -2.52045, -3.26509], [4.80464, -3.45671, -2.22650], [5.79112, -5.26305, -3.62872], [-4.45988, -0.40285, 3.97121], [-3.94785, -1.65970, 4.69198], [-2.80108, -2.16660, 4.03381], [-3.72611, 0.38873, 3.79545], [-5.21607, 0.10111, 4.58556], [-4.94758, -0.64561, 3.02726], [-4.79466, -2.34064, 4.61802], [-3.68096, -1.35822, 5.70421], [-2.45285, -1.52237, 3.40954], [-0.96235, -4.41785, 0.53724], [0.09803, -4.73693, -0.42112], [0.90213, -5.02081, -1.19217], [-1.64889, -5.26238, 0.61483], [-1.45477, -3.45564, 0.49496], [-0.52468, -4.46853, 1.54037], [5.49847, 2.10759, 2.32630], [4.22871, 1.44080, 2.06258], [3.22885, 0.91228, 1.85303], [6.00985, 2.42658, 1.42609], [6.04432, 1.27747, 2.79644], [5.48522, 2.87985, 3.08714], [-1.56480, -3.32369, -3.05878], [-2.66905, -4.21125, -2.67022], [-3.50399, -4.91472, -2.31631], [-2.08214, -2.41259, -3.36439], [-0.96850, -3.72664, -3.87249], [-0.93231, -3.15207, -2.19460], [5.84892, 5.08157, 1.92085], [5.53137, 5.04965, 0.52634], [6.33976, 4.42201, -0.49393], [4.02319, 4.44461, 0.45054], [3.59042, 3.90931, -0.80961], [2.11211, 3.77616, -0.80383], [5.21662, 6.70230, -0.11363], [3.98037, 2.89094, -0.91730], [3.99607, 4.50024, -1.63445], [1.79086, 2.85407, -0.31583], [1.64819, 3.75806, -1.79455], [1.54004, 4.56779, -0.31444], [6.10236, 7.09760, -0.61282], [4.97197, 7.41132, 0.67136], [4.49735, 6.56845, -0.91818], [0.00519, -0.28719, 4.33256], [0.77683, -1.02664, 5.28929], [0.21399, -1.57870, 6.48352], [1.59341, -2.18571, 4.52763], [2.11804, -1.85429, 3.23654], [2.27666, -3.07110, 2.37061], [2.14411, 0.06397, 5.76673], [3.11879, -1.45235, 3.44722], [1.60382, -1.00558, 2.78722], [1.43842, -3.75676, 2.52780], [3.12455, -3.67361, 2.70622], [2.37309, -2.89702, 1.30527], [1.68993, 0.79670, 6.43421], [2.42630, 0.58996, 4.85610], [2.97007, -0.42381, 6.27336], [-1.47938, -0.73220, -0.97439], [-0.72341, -0.77589, 0.24661], [-1.32102, -1.29864, 1.45255], [0.66686, -1.57104, -0.07024], [1.20758, -1.20158, -1.34000], [2.72825, -1.29948, -1.14854], [-0.14703, 0.90930, 0.66295], [0.74188, -0.33525, -1.81941], [0.96920, -1.89376, -2.15998], [2.91120, -2.34963, -0.92959], [3.07101, -0.65237, -0.33921], [3.36193, -0.99002, -1.98297], [-0.95238, 1.38324, 1.21889], [-0.13402, 1.46529, -0.27681], [0.83536, 0.87782, 1.12428], [-8.23239, -2.39706, 0.55039], [-7.40424, -2.95168, 1.56483], [-6.88926, -4.28829, 1.50460], [-6.13606, -1.95138, 1.83392], [-5.27429, -1.63298, 0.73010], [-4.24836, -2.71456, 0.45376], [-8.22351, -2.58893, 3.17939], [-4.79293, -0.71077, 1.05853], [-5.80869, -1.33746, -0.17604], [-3.57437, -2.49269, -0.37224], [-4.74916, -3.62262, 0.10673], [-3.74502, -2.95407, 1.38973], [-8.63459, -3.48528, 3.63028], [-8.98704, -1.84677, 2.96712], [-7.44071, -2.13239, 3.78006], [0.03376, 3.29618, -4.23305], [0.19525, 1.89291, -4.55828], [-0.60810, 0.94388, -3.84371], [-0.03709, 1.84103, -6.16679], [-0.29923, 0.57131, -6.74781], [-0.12350, 0.64031, -8.25186], [1.93737, 1.38195, -4.46371], [-1.32660, 0.25254, -6.54982], [0.36209, -0.17947, -6.29990], [0.80358, 1.10964, -8.58360], [-0.95268, 1.15314, -8.73805], [-0.09273, -0.36636, -8.67361], [2.24156, 1.31279, -3.42130], [2.43750, 2.25634, -4.88067], [2.14321, 0.46905, -5.01201], [-1.15800, 3.99041, 2.18571], [-1.78002, 4.26113, 0.91517], [-1.10606, 4.02869, -0.34814], [-3.18163, 3.42741, 0.92299], [-3.87572, 3.23786, -0.33118], [-4.94331, 2.20211, -0.10973], [-2.45239, 5.94324, 0.79478], [-3.23838, 3.07324, -1.19918], [-4.37290, 4.19460, -0.53714], [-4.56241, 1.18649, -0.22000], [-5.72042, 2.36847, -0.85777], [-5.41292, 2.24650, 0.87155], [-3.24252, 6.12690, 1.51837], [-2.72351, 6.11345, -0.24069], [-1.64124, 6.60566, 1.10245]]
}



no.,E_LUMO (eV),HOMO (eV),gap between HOMO and LUMO (eV)
1,-0.02,-9.393,9.4
2,-0.01,-9.499,9.5